1 | The following is a quantum chemistry calculation of the molecule C4H7NO, from the Open Molecules 2025 dataset.

Geometry as XYZ:
```
13
Properties=species:S:1:pos:R:3
H 1.61 -2.96 0.37
N 0.85 -2.40 0.75
C 1.10 -1.16 0.61
C 0.08 -0.12 0.98
C -0.60 0.34 -0.28
C -0.64 1.60 -0.71
O -1.29 2.04 -1.81
H 2.01 -0.77 0.12
H -0.64 -0.57 1.67
H 0.56 0.73 1.49
H -1.09 -0.45 -0.86
H -0.13 2.41 -0.19
H -1.83 1.31 -2.15
```

LUMO energy = 0.0348 hartree
Structure (SMILES) = [H]/N=C/C/C=C/O
Spin multiplicity = 1
E_HOMO = -9.0 eV
Net charge = 0
Gap between HOMO and LUMO = 9.91 eV

=====

2 | The following is a quantum chemistry calculation of a 2-piece molecular cluster, C4H7NO overall, from the Open Molecules 2025 dataset.

Geometry as XYZ:
```
13
Properties=species:S:1:pos:R:3
O -1.57 0.89 -1.01
C -0.20 0.89 -0.81
C 0.35 1.37 0.53
C 0.34 -0.06 0.19
C 0.84 -1.12 0.98
N -0.41 -1.07 1.07
H -1.96 0.28 -0.36
H 0.33 1.20 -1.71
H -0.33 1.63 1.33
H 1.35 1.81 0.54
H 1.70 -1.44 1.53
H -0.41 -2.36 -0.87
H -0.04 -2.03 -1.42
```

LUMO energy = 0.0313 hartree
Structure (SMILES) = O[C@H]1C[C@]12C=N2.[H][H]
Spin multiplicity = 1
E_HOMO = -9.3 eV
Net charge = 0
Gap between HOMO and LUMO = 10.14 eV

=====

1 has the most favorable energy; the next structure is 0.1499 hartree above.

=====

1 | The following is a quantum chemistry calculation of the molecule C4H7NO, from the Open Molecules 2025 dataset.

Geometry as XYZ:
```
13
Properties=species:S:1:pos:R:3
C 0.54 1.21 0.75
C 0.07 0.50 -0.53
C 0.61 -0.93 -0.61
O -0.37 -1.67 0.15
C -1.48 -0.89 0.09
N -1.38 0.29 -0.37
H -0.25 1.90 1.08
H 1.47 1.76 0.62
H 0.68 0.46 1.54
H 0.29 1.09 -1.42
H 1.59 -1.08 -0.16
H 0.61 -1.33 -1.63
H -2.38 -1.33 0.48
```

LUMO energy = 0.0380 hartree
Structure (SMILES) = C[C@H]1COC=N1
Spin multiplicity = 1
E_HOMO = -9.7 eV
Net charge = 0
Gap between HOMO and LUMO = 10.71 eV

=====

2 | The following is a quantum chemistry calculation of the molecule C4H7NO, from the Open Molecules 2025 dataset.

Geometry as XYZ:
```
13
Properties=species:S:1:pos:R:3
C -1.99 0.12 0.38
N -1.01 -0.88 0.42
C 0.14 -0.53 0.08
C 1.60 -1.01 0.02
O 2.09 0.22 -0.49
C 0.85 0.93 -0.55
H -1.96 0.73 1.19
H -2.92 -0.37 0.47
H -2.00 0.73 -0.51
H 1.99 -1.18 1.02
H 1.74 -1.80 -0.62
H 0.63 1.25 -1.61
H 0.83 1.79 0.21
```

LUMO energy = 0.0369 hartree
Structure (SMILES) = CN=C1COC1
Spin multiplicity = 1
E_HOMO = -9.4 eV
Net charge = 0
Gap between HOMO and LUMO = 10.43 eV

=====

3 | The following is a quantum chemistry calculation of the molecule C4H7NO, from the Open Molecules 2025 dataset.

Geometry as XYZ:
```
13
Properties=species:S:1:pos:R:3
O 2.50 -0.74 -0.32
N 1.83 0.44 -0.01
C 0.58 0.24 0.03
C -0.32 -0.96 -0.18
C -1.53 -0.01 0.05
C -0.56 1.19 0.32
H 3.43 -0.46 -0.33
H -0.23 -1.41 -1.17
H -0.18 -1.74 0.58
H -2.15 0.13 -0.83
H -2.16 -0.27 0.90
H -0.64 2.03 -0.38
H -0.58 1.57 1.34
```

LUMO energy = 0.0409 hartree
Structure (SMILES) = ON=C1CCC1
Spin multiplicity = 1
E_HOMO = -9.4 eV
Net charge = 0
Gap between HOMO and LUMO = 10.56 eV

=====

4 | The following is a quantum chemistry calculation of the molecule C4H7NO, from the Open Molecules 2025 dataset.

Geometry as XYZ:
```
13
Properties=species:S:1:pos:R:3
C -1.27 -0.02 0.91
C 0.00 0.05 0.10
C 1.35 -0.24 0.70
O 2.37 0.15 0.18
C -0.02 -0.26 -1.37
N 0.06 1.11 -0.91
H -1.29 0.74 1.70
H -2.12 0.18 0.25
H -1.42 -1.01 1.36
H 1.41 -0.84 1.63
H 0.86 -0.73 -1.79
H -0.97 -0.54 -1.82
H 1.04 1.41 -0.96
```

LUMO energy = 0.0326 hartree
Structure (SMILES) = C[C@@]1(C=O)CN1
Spin multiplicity = 1
E_HOMO = -9.9 eV
Net charge = 0
Gap between HOMO and LUMO = 10.77 eV

=====

1 has the most favorable energy; the next structure is 0.0270 hartree above.

=====

1 | The following is a quantum chemistry calculation of the molecule C4H7NO, from the Open Molecules 2025 dataset.

Geometry as XYZ:
```
13
Properties=species:S:1:pos:R:3
C -1.73 -0.46 0.30
C -0.32 -0.53 -0.23
C 0.03 0.11 -1.53
N 0.51 0.69 0.00
C 1.82 0.59 0.48
O 2.39 -0.45 0.66
H -1.77 -0.63 1.38
H -2.31 -1.25 -0.19
H -2.20 0.50 0.06
H 0.24 -1.39 0.14
H 0.98 -0.36 -1.85
H 0.05 1.59 0.12
H 2.29 1.58 0.64
```

LUMO energy = 0.0267 hartree
Spin multiplicity = 1
E_HOMO = -8.2 eV
Net charge = 0
Gap between HOMO and LUMO = 8.90 eV

=====

2 | The following is a quantum chemistry calculation of a 2-piece molecular cluster, C4H7NO overall, from the Open Molecules 2025 dataset.

Geometry as XYZ:
```
13
Properties=species:S:1:pos:R:3
C -0.64 -1.57 0.37
C -0.45 -0.23 -0.31
C -0.74 0.98 0.53
O -0.14 -0.16 -1.48
H -0.99 -2.31 -0.35
H 0.35 -1.87 0.75
H -1.33 -1.52 1.23
H -1.83 1.00 0.50
H -0.34 1.90 0.10
H -0.42 0.88 1.58
C 2.18 0.96 -1.00
N 2.18 1.42 0.06
H 2.16 0.52 -1.98
```

LUMO energy = 0.0354 hartree
Structure (SMILES) = CC(C)=O.C#N
Spin multiplicity = 1
E_HOMO = -9.8 eV
Net charge = 0
Gap between HOMO and LUMO = 10.80 eV

=====

3 | The following is a quantum chemistry calculation of the molecule C4H7NO, from the Open Molecules 2025 dataset.

Geometry as XYZ:
```
13
Properties=species:S:1:pos:R:3
O 1.90 0.59 0.60
C 1.06 0.26 -0.46
C 0.36 -1.09 -0.39
C -1.11 -0.64 0.55
N -0.78 0.70 1.07
C -0.40 0.60 -0.28
H 1.30 0.78 1.35
H 1.50 0.63 -1.40
H 0.77 -1.81 0.28
H 0.12 -1.46 -1.40
H -2.13 -0.69 0.12
H -1.57 1.32 1.07
H -1.01 0.83 -1.14
```

LUMO energy = 0.0316 hartree
Spin multiplicity = 1
E_HOMO = -7.8 eV
Net charge = 0
Gap between HOMO and LUMO = 8.67 eV

=====

4 | The following is a quantum chemistry calculation of C4H7NO as an isolated structure, from the Open Molecules 2025 dataset.

Geometry as XYZ:
```
13
Properties=species:S:1:pos:R:3
C 1.21 0.27 0.74
C 0.40 0.90 -0.45
C -1.04 0.30 -0.64
C -1.05 -0.94 -1.53
H -0.67 -0.37 1.97
H 0.96 -0.53 2.72
H 0.41 2.05 -0.27
H 1.14 0.61 -1.30
H -2.23 0.77 -0.07
H -2.11 -1.42 -1.38
H -0.04 -1.79 -2.28
N 0.52 -0.11 1.87
O 2.49 0.26 0.62
```

LUMO energy = 0.0190 hartree
Spin multiplicity = 1
E_HOMO = -9.2 eV
Net charge = 0
Gap between HOMO and LUMO = 9.73 eV

=====

2 has the most favorable energy; the next structure is 0.0963 hartree above.

=====

1 | The following is a quantum chemistry calculation of the molecule C4H7NO, from the Open Molecules 2025 dataset.

Geometry as XYZ:
```
13
Properties=species:S:1:pos:R:3
C -1.46 -0.35 0.52
C -0.36 -0.10 -0.48
C 0.58 1.08 -0.22
C 1.59 0.04 0.27
O 2.62 0.07 0.88
N 0.76 -1.03 -0.16
H -1.84 -1.37 0.39
H -1.00 -0.30 1.52
H -2.29 0.35 0.45
H -0.73 -0.14 -1.53
H 0.98 1.49 -1.16
H 0.26 1.87 0.46
H 0.88 -1.62 -0.96
```

LUMO energy = 0.0304 hartree
Structure (SMILES) = C[C@H]1CC(=O)N1
Spin multiplicity = 1
E_HOMO = -9.7 eV
Net charge = 0
Gap between HOMO and LUMO = 10.51 eV

=====

2 | The following is a quantum chemistry calculation of the molecule C4H7NO, from the Open Molecules 2025 dataset.

Geometry as XYZ:
```
13
Properties=species:S:1:pos:R:3
C 2.13 -0.18 0.11
C 0.67 0.06 -0.09
N 0.08 1.18 -0.16
C -1.35 0.88 -0.31
C -1.44 -0.64 -0.07
O -0.07 -1.07 -0.16
H 2.27 -0.78 1.01
H 2.66 0.77 0.21
H 2.53 -0.75 -0.74
H -1.93 1.44 0.43
H -1.70 1.19 -1.30
H -2.03 -1.20 -0.79
H -1.81 -0.88 0.94
```

LUMO energy = 0.0382 hartree
Structure (SMILES) = CC1=NCCO1
Spin multiplicity = 1
E_HOMO = -9.4 eV
Net charge = 0
Gap between HOMO and LUMO = 10.47 eV

=====

2 has the most favorable energy; the next structure is 0.0153 hartree above.

=====

1 | The following is a quantum chemistry calculation of the molecule C4H7NO, from the Open Molecules 2025 dataset.

Geometry as XYZ:
```
13
Properties=species:S:1:pos:R:3
C 2.04 0.75 -0.18
C 0.57 0.81 -0.08
N 0.04 -0.05 0.69
C -0.91 -0.82 -0.09
C -2.19 -0.67 0.63
O -3.11 -0.03 0.16
H 2.58 1.65 0.10
H 2.22 0.51 -1.24
H 2.34 -0.12 0.41
H -0.01 1.32 -0.87
H -1.00 -0.49 -1.13
H -0.40 -1.80 -0.08
H -2.17 -1.05 1.67
```

LUMO energy = 0.0300 hartree
Structure (SMILES) = C/C=N/CC=O
Spin multiplicity = 1
E_HOMO = -9.0 eV
Net charge = 0
Gap between HOMO and LUMO = 9.82 eV

=====

2 | The following is a quantum chemistry calculation of C4H7NO as an isolated structure, from the Open Molecules 2025 dataset.

Geometry as XYZ:
```
13
Properties=species:S:1:pos:R:3
C 1.60 -0.77 -0.01
N 0.18 -0.47 -0.09
C -0.34 0.64 0.66
C -1.66 0.75 0.00
C -0.59 -0.40 -1.24
O -0.45 -1.00 -2.27
H 1.86 -1.31 0.91
H 1.92 -1.36 -0.87
H 2.17 0.18 0.00
H 0.32 1.51 0.52
H -0.54 0.47 1.72
H -2.35 0.00 0.42
H -2.12 1.75 0.25
```

LUMO energy = 0.0315 hartree
Spin multiplicity = 1
E_HOMO = -9.3 eV
Net charge = 0
Gap between HOMO and LUMO = 10.18 eV

=====

3 | The following is a quantum chemistry calculation of the molecule C4H7NO, from the Open Molecules 2025 dataset.

Geometry as XYZ:
```
13
Properties=species:S:1:pos:R:3
H -0.05 -2.72 -1.27
N -0.78 -2.02 -1.14
C -0.29 -1.01 -0.56
C -1.05 0.23 -0.14
C 0.05 1.20 0.29
C 1.20 0.25 0.64
O 1.02 -0.88 -0.22
H -1.68 0.59 -0.96
H -1.72 -0.03 0.69
H -0.24 1.83 1.14
H 0.33 1.86 -0.54
H 1.14 -0.09 1.68
H 2.19 0.67 0.45
```

LUMO energy = 0.0347 hartree
Structure (SMILES) = [H]/N=C1/CCCO1
Spin multiplicity = 1
E_HOMO = -9.9 eV
Net charge = 0
Gap between HOMO and LUMO = 10.82 eV

=====

4 | The following is a quantum chemistry calculation of the molecule C4H7NO, from the Open Molecules 2025 dataset.

Geometry as XYZ:
```
13
Properties=species:S:1:pos:R:3
O 2.30 -0.73 -0.20
N 1.58 0.46 -0.13
C 0.33 0.25 -0.05
C -0.35 -1.12 -0.11
C -1.82 -0.91 0.05
C -0.62 1.42 0.00
H 3.21 -0.43 -0.33
H -0.11 -1.58 -1.08
H 0.06 -1.75 0.69
H -1.46 1.17 -0.66
H -1.95 -0.70 1.14
H -0.17 2.36 -0.34
H -1.01 1.56 1.01
```

LUMO energy (spin up / spin down) = -0.0189 / -0.0183 hartree
Spin multiplicity = 1
E_HOMO (spin up / spin down) = -8.9 / -8.9 eV
Net charge = 0
Gap between HOMO and LUMO (spin up / spin down) = 8.43 / 8.45 eV

=====

3 has the most favorable energy; the next structure is 0.0811 hartree above.

=====

1 | The following is a quantum chemistry calculation of the molecule C4H7NO, from the Open Molecules 2025 dataset.

Geometry as XYZ:
```
13
Properties=species:S:1:pos:R:3
O -0.68 1.87 0.04
C 0.30 0.95 -0.34
C 0.95 0.06 0.74
N 0.60 -1.20 0.01
C -0.85 -1.22 -0.09
C -0.11 -0.37 -1.02
H -1.11 1.53 0.82
H 1.03 1.50 -0.95
H 0.49 0.14 1.73
H 2.03 0.17 0.83
H -1.46 -0.77 0.70
H -1.24 -2.18 -0.44
H -0.02 -0.59 -2.08
```

LUMO energy = 0.0351 hartree
Structure (SMILES) = O[C@H]1CN2C[C@@H]12
Spin multiplicity = 1
E_HOMO = -9.6 eV
Net charge = 0
Gap between HOMO and LUMO = 10.51 eV

=====

2 | The following is a quantum chemistry calculation of the molecule C4H7NO, from the Open Molecules 2025 dataset.

Geometry as XYZ:
```
13
Properties=species:S:1:pos:R:3
C -0.58 1.32 -0.45
N -0.48 0.08 0.61
C 1.02 0.16 0.61
C 1.19 -0.96 -0.18
O 2.07 -1.54 -0.80
C -0.33 -1.28 -0.05
H -1.18 2.07 0.04
H -1.11 0.84 -1.26
H 0.29 1.86 -0.93
H -0.95 0.00 1.56
H 1.55 0.97 1.11
H -0.95 -1.42 -0.94
H -0.54 -2.10 0.66
```

LUMO energy = 0.0177 hartree
Structure (SMILES) = C[N@@H+]1C=C([O-])C1
Spin multiplicity = 1
E_HOMO = -7.1 eV
Net charge = 0
Gap between HOMO and LUMO = 7.58 eV

=====

3 | The following is a quantum chemistry calculation of the molecule C4H7NO, from the Open Molecules 2025 dataset.

Geometry as XYZ:
```
13
Properties=species:S:1:pos:R:3
O 2.32 1.35 -0.80
C 1.83 0.26 -0.59
N 0.54 0.07 -0.31
C -0.53 1.05 -0.25
C -1.48 -0.03 0.30
C -0.15 -1.13 0.05
H 2.37 -0.71 -0.59
H -0.31 1.84 0.48
H -0.76 1.52 -1.21
H -1.67 0.08 1.36
H -1.76 -0.92 -0.23
H -0.19 -1.85 -0.82
H 0.15 -1.70 0.94
```

LUMO energy = 0.0310 hartree
Structure (SMILES) = O=CN1CCC1
Spin multiplicity = 1
E_HOMO = -9.4 eV
Net charge = 0
Gap between HOMO and LUMO = 10.26 eV

=====

4 | The following is a quantum chemistry calculation of C4H7NO as an isolated structure, from the Open Molecules 2025 dataset.

Geometry as XYZ:
```
13
Properties=species:S:1:pos:R:3
C -0.29 1.65 -1.21
C -0.02 0.40 -0.45
N -0.91 -0.57 -0.14
C -0.02 -1.63 0.47
C 0.69 -0.63 1.33
O 1.00 0.39 0.39
H -0.82 2.36 -0.56
H -0.91 1.45 -2.09
H 0.65 2.11 -1.52
H -0.62 -2.36 1.01
H 0.59 -2.12 -0.31
H 1.56 -0.84 1.95
H -0.91 -0.21 1.12
```

LUMO energy = 0.0311 hartree
Spin multiplicity = 1
E_HOMO = -8.2 eV
Net charge = 0
Gap between HOMO and LUMO = 9.03 eV

=====

1 has the most favorable energy; the next structure is 0.0240 hartree above.